[1]
DFT (wB97M-V/def2-TZVPD) results for a single C4H6N2S molecule.

The geometry in XYZ format:
```
13
Properties=species:S:1:pos:R:3
H 1.615 -0.697 2.466
N 1.287 -0.207 1.608
C 0.898 -1.051 0.762
N 0.555 -0.705 -0.580
C -0.845 -0.699 -1.000
C -0.025 0.573 -0.879
C -0.499 1.547 0.073
S -0.736 3.118 -0.307
H 0.847 -2.146 0.921
H -1.002 -1.063 -2.001
H -1.634 -0.859 -0.289
H 0.316 0.993 -1.842
H -0.778 1.196 1.068
```

As for the spin multiplicity: 1. The value obtained for the HOMO energy is -8.68 eV. As for the HOMO-LUMO gap: 8.5 eV. The energy relative to the best compared isomer or geometry (same formula, charge and spin) is 59.5 kcal per mole. As for the SMILES: [H]/N=C/N1C[C@H]1C=S.


[2]
DFT (wB97M-V/def2-TZVPD) results for 2 unconnected molecules or ions with the total composition C3H12N4.

The geometry in XYZ format:
```
19
Properties=species:S:1:pos:R:3
C -0.414 1.473 0.010
N -0.483 0.112 0.534
N -0.240 0.076 1.932
N -1.530 -0.716 0.090
N -2.794 -0.396 0.326
H -0.248 -0.906 2.189
H -1.004 0.523 2.438
H -2.863 0.621 0.480
H -1.259 2.072 0.372
H -0.466 1.429 -1.076
H 0.524 1.928 0.318
C 2.162 -0.378 -0.761
C 0.890 -1.055 -1.136
H 3.031 -0.919 -1.163
H 2.295 -0.339 0.323
H 2.217 0.637 -1.161
H 0.575 -0.956 -2.170
H 0.728 -2.039 -0.708
H -1.119 -1.168 -0.837
```

As for the spin multiplicity: 1. The value obtained for the HOMO energy (spin up / spin down) is -7.45 / -8.05 eV. As for the HOMO-LUMO gap (spin up / spin down): 8.0 / 8.8 eV. The energy relative to the best compared isomer or geometry (same formula, charge and spin) is 156.8 kcal per mole.


[3]
DFT (wB97M-V/def2-TZVPD) results for a molecular structure, C12H12Cl3MoNO3.

The geometry in XYZ format:
```
32
Properties=species:S:1:pos:R:3
Mo 0.012 1.505 0.036
C -1.721 8.094 3.615
O -1.588 7.195 2.489
C -1.152 5.979 2.663
C -0.772 5.433 3.912
C -0.327 4.149 3.967
C -0.226 3.317 2.812
C 0.207 1.993 2.941
C 0.564 1.332 4.225
O 0.305 1.185 1.914
C -0.629 3.910 1.570
O -0.628 3.199 0.401
C -1.072 5.193 1.492
H -2.097 9.019 3.194
H -0.749 8.260 4.076
H -2.435 7.690 4.330
H -0.831 6.023 4.814
H -0.044 3.746 4.928
H 1.024 2.006 4.940
H 1.232 0.498 4.027
H -0.350 0.928 4.671
H -1.377 5.618 0.546
Cl 4.331 1.455 -3.392
C 4.131 0.375 -2.025
Cl 5.380 0.597 -0.811
Cl 3.976 -1.304 -2.519
C 2.846 0.732 -1.381
N 1.851 1.008 -0.883
C -1.571 0.399 -0.558
H -2.482 0.509 0.032
H -1.241 -0.648 -0.544
H -1.740 0.728 -1.595
```

As for the spin multiplicity: 3. The value obtained for the HOMO energy (spin up / spin down) is -15.36 / -15.47 eV. As for the HOMO-LUMO gap (spin up / spin down): 7.2 / 6.9 eV. The total charge is +2. The energy relative to the best compared isomer or geometry (same formula, charge and spin) is 0.0 kcal per mole.


[4]
DFT (wB97M-V/def2-TZVPD) results for 3 unconnected molecules or ions with the total composition C24H65BFN7O5P3S.

The geometry in XYZ format:
```
107
Properties=species:S:1:pos:R:3
C 5.467 1.085 1.726
C 4.767 2.363 2.535
C 4.405 3.597 1.504
C 2.822 3.700 1.090
C 1.871 4.498 2.161
C 0.669 3.516 2.778
C -0.518 4.365 3.527
C -1.718 4.894 2.539
C -2.811 3.702 2.127
C -4.317 4.342 1.984
P -5.730 3.035 2.098
C -5.464 1.889 3.651
C -6.527 0.640 3.718
B -5.995 2.020 0.496
N -7.109 2.208 -0.522
O -5.034 0.894 0.219
S -7.530 4.185 2.552
O -7.824 4.272 4.069
O -8.774 3.627 1.819
F -7.224 5.774 1.888
H 5.943 1.395 0.703
H 4.638 0.266 1.561
H 6.304 0.582 2.391
H 3.856 1.973 3.162
H 5.622 2.774 3.255
H 5.003 3.361 0.498
H 4.862 4.615 1.899
H 2.369 2.641 0.881
H 2.781 4.284 0.050
H 1.334 5.378 1.561
H 2.438 5.000 3.053
H 0.176 2.874 1.916
H 1.219 2.806 3.565
H -0.051 5.326 4.058
H -0.919 3.685 4.405
H -2.299 5.749 3.134
H -1.243 5.382 1.586
H -2.535 3.267 1.052
H -2.725 2.865 2.946
H -4.499 4.932 0.984
H -4.446 5.090 2.904
H -5.636 2.539 4.631
H -4.322 1.548 3.712
H -6.586 0.247 4.821
H -6.087 -0.224 3.043
H -7.556 0.989 3.283
H -7.218 3.199 -0.827
H -8.013 1.785 -0.200
H -5.668 0.122 0.008
O 5.715 -2.981 1.761
P 7.114 -3.448 1.292
N 6.390 -4.482 0.123
C 6.833 -5.783 -0.359
C 5.672 -3.788 -0.954
N 7.372 -4.362 2.731
C 7.428 -5.814 2.787
C 6.742 -3.870 3.962
N 8.723 -3.986 0.753
C 9.817 -3.601 1.678
C 9.109 -3.374 -0.538
H 7.702 -5.726 -1.019
H 6.036 -6.279 -0.928
H 7.058 -6.486 0.437
H 6.357 -3.412 -1.717
H 5.102 -2.934 -0.577
H 4.941 -4.444 -1.442
H 6.454 -6.264 2.570
H 7.743 -6.165 3.777
H 8.188 -6.209 2.110
H 5.683 -4.147 4.011
H 6.824 -2.781 4.034
H 7.241 -4.271 4.852
H 9.816 -2.521 1.860
H 10.794 -3.887 1.272
H 9.754 -4.110 2.644
H 9.064 -2.281 -0.489
H 8.470 -3.697 -1.361
H 10.123 -3.672 -0.830
O -3.209 0.890 -4.889
P -3.951 -0.413 -4.503
N -4.160 -0.802 -6.165
C -5.267 -1.483 -6.822
C -2.917 -1.093 -6.892
N -5.346 0.451 -3.973
C -6.636 0.426 -4.645
C -5.136 1.793 -3.417
N -4.804 -1.911 -4.058
C -5.201 -1.965 -2.629
C -3.955 -3.109 -4.244
H -5.297 -2.555 -6.618
H -5.201 -1.370 -7.912
H -6.238 -1.065 -6.578
H -2.568 -2.110 -6.702
H -2.110 -0.412 -6.604
H -3.041 -0.969 -7.974
H -6.592 0.917 -5.622
H -7.407 0.931 -4.052
H -7.009 -0.596 -4.750
H -5.007 2.541 -4.207
H -4.254 1.812 -2.768
H -5.980 2.100 -2.789
H -4.336 -1.809 -1.975
H -5.656 -2.932 -2.384
H -5.961 -1.223 -2.372
H -3.016 -3.020 -3.687
H -3.706 -3.287 -5.290
H -4.475 -4.017 -3.915
```

As for the spin multiplicity: 1. The value obtained for the HOMO energy is -9.20 eV. As for the HOMO-LUMO gap: 3.7 eV. The total charge is +1.


[5]
DFT (wB97M-V/def2-TZVPD) results for 2 unconnected molecules or ions with the total composition C4H3I.

The geometry in XYZ format:
```
8
Properties=species:S:1:pos:R:3
C 0.814 1.804 -0.112
C 1.723 0.980 -0.021
I 3.408 -0.206 0.064
H 0.014 2.420 -0.418
C -1.540 -0.902 0.598
C -1.453 -1.645 -0.330
H -1.129 -0.376 1.418
H -1.837 -2.076 -1.200
```

As for the spin multiplicity: 1. The value obtained for the HOMO energy is -9.64 eV. As for the HOMO-LUMO gap: 9.8 eV. The energy relative to the best compared isomer or geometry (same formula, charge and spin) is 56.5 kcal per mole. As for the SMILES: C#CI.C#C.


[6]
DFT (wB97M-V/def2-TZVPD) results for 4 unconnected molecules or ions with the total composition C2H12O3S2.

The geometry in XYZ format:
```
19
Properties=species:S:1:pos:R:3
C -1.092 -1.542 0.055
C 0.135 -1.740 -0.909
S 0.057 -0.467 -2.183
S 0.875 1.337 -1.441
H -1.017 -0.558 0.532
H -2.113 -1.508 -0.397
H -1.039 -2.223 0.891
H 1.021 -1.819 -0.224
H 0.017 -2.585 -1.676
H 0.147 2.312 -1.982
O 0.481 1.156 2.600
H 0.883 1.617 1.878
H 1.017 0.504 3.007
O -1.674 1.784 0.672
H -1.173 1.392 1.349
H -1.686 2.720 0.672
O 0.562 -1.749 3.276
H -0.146 -1.123 3.414
H -0.029 -2.481 3.269
```

As for the spin multiplicity: 1. The value obtained for the HOMO energy is -8.13 eV. As for the HOMO-LUMO gap: 8.5 eV. The energy relative to the best compared isomer or geometry (same formula, charge and spin) is 36.2 kcal per mole. As for the SMILES: CCSS.O.O.O.


For each record above, in turn, the calculated E_tot values are -663.63364; -340.28054; -2193.06149; -3259.20836; -451.72446; -1105.44385 Eh.